1.
C6H10 | the ωB97M-V functional and the def2-TZVPD basis

Properties
Energy above the lowest of the compared OMol25 structures with the same formula, charge and spin: 463.88 kJ/mol
DFT total energy: -6379.0517 eV
Orbital gap: 8.64 eV
LUMO: 0.98 eV
2S+1: 1
HOMO level: -7.665 eV

Cartesian coordinates (Å):
C 0.18311 1.65971 0.86426
C -0.59919 0.58518 0.17129
C -1.87683 0.29546 0.40370
C 0.74112 -1.20900 0.42706
C 1.38772 -1.64830 -0.69114
C 0.14841 -0.19245 -0.84839
H -0.33266 1.98749 1.76790
H 0.29169 2.51576 0.18758
H 1.18075 1.30495 1.14357
H -2.41006 0.82333 1.17943
H -2.42910 -0.42689 -0.19128
H -0.01860 -1.86994 0.86192
H 2.23881 -1.05545 -1.01009
H 1.18468 -2.53902 -1.29233
H -0.52969 -0.67571 -1.56313
H 0.83984 0.44487 -1.41035

Force components x, y, z for each atom (eV/Å):
-0.050 0.119 0.081
-0.518 0.275 0.009
-0.178 0.382 -0.013
0.741 -0.489 -0.111
0.406 -0.295 0.027
-0.293 0.272 -0.073
0.043 0.066 -0.074
-0.009 -0.014 0.133
-0.237 0.007 -0.083
-0.165 0.005 0.073
0.152 0.011 0.132
-0.197 0.295 -0.567
-0.051 -0.123 -0.432
0.173 -0.313 0.250
0.167 0.036 0.215
0.015 -0.235 0.434

***

2.
C4H11N2 | the ωB97M-V functional and the def2-TZVPD basis

Properties
Charge: +1
Energy above the lowest of the compared OMol25 structures with the same formula, charge and spin: 155.78 kJ/mol
DFT total energy: -7299.3335 eV
Orbital gap: 10.33 eV
LUMO: -3.64 eV
2S+1: 1
HOMO level: -13.971 eV

Cartesian coordinates (Å):
C -0.69024 -2.05887 2.15182
N 0.56407 1.02687 0.60402
C -0.15197 -0.02606 0.95007
N 0.27195 -1.09816 1.56188
H -0.09147 -2.84170 2.60326
H -1.30745 -2.48754 1.36697
H -1.29781 -1.56127 2.90270
H 1.57014 0.96493 0.66119
H 0.16197 1.54311 -0.18368
H -1.21494 0.00712 0.72879
H 1.25295 -1.15969 1.79787
C 0.26560 0.62129 -2.64105
C 0.02166 1.90396 -2.39256
H 1.28250 0.26709 -2.75631
H -0.51036 -0.13096 -2.56874
H 0.80251 2.63818 -2.58103
H -0.92909 2.39169 -2.20520

Force components x, y, z for each atom (eV/Å):
0.570 0.012 -0.159
-0.471 -0.745 -0.325
-0.048 0.026 0.123
-0.380 0.496 0.093
-0.178 -0.121 0.108
-0.021 0.004 0.004
0.014 -0.080 0.040
0.094 0.293 -0.040
0.489 0.146 0.295
0.047 0.048 -0.032
-0.022 -0.173 0.096
-0.311 0.114 0.953
0.425 0.690 -0.935
-0.047 0.037 -0.448
-0.041 -0.053 -0.101
0.180 -0.148 0.371
-0.301 -0.546 -0.044

***

3.
C9H10ClNOP2S | the ωB97M-V functional and the def2-TZVPD basis

Properties
DFT total energy: -54963.4223 eV
Orbital gap (alpha / beta): 7.23 / 7.18 eV
LUMO (alpha / beta): -1.01 / -1.33 eV
2S+1: 1
HOMO level (alpha / beta): -8.242 / -8.511 eV

Cartesian coordinates (Å):
C -3.66877 1.09864 0.05018
C 1.85266 0.33209 0.52402
C 2.51938 -0.77418 -1.51398
C 3.14976 0.70407 0.73532
C 3.85635 -0.47330 -1.22761
C 1.50703 -0.40075 -0.61862
C 4.10354 0.24308 -0.13038
C -3.59714 -1.61519 0.57234
C -1.25789 0.25931 -0.47066
N -4.11586 2.10153 0.39123
O 0.15877 2.62826 -0.33991
P -1.08568 1.95142 -1.15717
P -3.01164 -0.31109 -0.79686
S -0.14261 -1.00111 -0.92459
Cl 5.73157 0.71015 0.10689
H 1.09583 0.70169 1.17239
H 2.29521 -1.33949 -2.48263
H 3.38643 1.31663 1.63979
H 4.64437 -0.73670 -1.89229
H -3.49366 -1.18533 1.55534
H -3.10343 -2.62942 0.44098
H -4.72693 -1.69855 0.50667
H -1.00882 0.57112 1.56826
H -0.29790 3.06147 0.48581
H -0.37731 1.67441 -2.33320

Force components x, y, z for each atom (eV/Å):
-0.602 0.394 -0.340
-0.493 -0.176 -0.856
-0.417 -0.968 -1.174
-0.274 0.504 1.699
-2.043 -0.990 -1.513
0.429 0.001 -0.334
1.411 1.260 1.147
-0.350 -0.050 -1.217
0.500 -0.883 1.717
-0.158 -0.029 0.390
-1.166 1.283 2.642
-0.733 0.934 -0.155
-0.209 -1.043 1.503
0.168 -0.347 0.071
1.041 0.328 0.424
-0.509 0.015 0.431
0.123 0.859 1.599
0.023 -0.607 -1.080
0.372 -0.243 -0.383
0.784 0.029 0.357
-0.617 1.414 0.201
1.295 -0.074 -0.602
-0.485 -0.159 -2.260
1.515 -1.009 -2.221
0.395 -0.442 -0.045

***

4.
C49H46O2PPdSbTe | the ωB97M-V functional and the def2-TZVPD basis

Properties
Charge: +2
DFT total energy: -82239.1991 eV
Orbital gap (alpha / beta): 3.99 / 3.99 eV
LUMO (alpha / beta): -7.83 / -7.83 eV
2S+1: 1
HOMO level (alpha / beta): -11.824 / -11.823 eV

Cartesian coordinates (Å):
Pd -0.81921 -1.22967 0.83947
O -0.74793 1.01445 -1.36704
C 0.21308 0.83276 -0.68502
O 0.30089 1.13991 0.61300
C 1.46516 0.22508 -1.23299
C 1.94434 0.65460 -2.45859
C 3.16507 0.18135 -2.92411
C 3.89080 -0.73174 -2.17621
C 3.39253 -1.19812 -0.96522
C 2.17740 -0.72191 -0.48936
P 1.44097 -1.37061 1.03417
C 2.04332 -0.41408 2.42847
C 3.01086 0.57105 2.23081
C 3.51146 1.26351 3.32185
C 3.04258 0.98882 4.60009
C 2.06359 0.02441 4.79469
C 1.55672 -0.67418 3.70895
C 2.08138 -3.04480 1.20951
C 2.75497 -3.46151 2.35617
C 3.24626 -4.75640 2.44026
C 3.07352 -5.63649 1.38502
C 2.40949 -5.22338 0.23402
C 1.90967 -3.93855 0.15000
H 1.36535 1.36315 -3.03534
H 3.55006 0.52976 -3.87201
H 4.83945 -1.09879 -2.54149
H 3.94321 -1.94634 -0.41071
H 3.38186 0.78220 1.23702
H 4.27610 2.01455 3.17429
H 3.44396 1.52701 5.44854
H 1.70461 -0.19094 5.79183
H 0.79614 -1.43255 3.86397
H 2.91935 -2.78059 3.18043
H 3.77366 -5.07163 3.32990
H 3.45988 -6.64388 1.45270
H 2.28551 -5.90523 -0.59572
H 1.39862 -3.62248 -0.75164
C 1.49670 4.19928 3.25396
C 0.14113 4.66409 3.68883
C 0.00057 5.61724 4.69042
C -1.25137 6.06893 5.07858
C -2.39553 5.57073 4.47536
C -2.28579 4.61773 3.47575
C -1.02376 4.18051 3.10759
Sb -0.93138 2.76485 1.51115
C -1.73091 3.58138 -0.24140
C -0.76400 3.91914 -1.19231
C -1.13221 4.52358 -2.37546
C -2.47651 4.79168 -2.60685
C -3.42642 4.45455 -1.66038
C -3.07968 3.84805 -0.45270
C -4.17918 3.53697 0.52300
C -2.04574 1.08723 2.15525
C -2.76543 0.42175 1.15967
C -3.26909 -0.85402 1.37940
C -3.07470 -1.46709 2.62790
C -2.38955 -0.79721 3.62064
C -1.85481 0.48883 3.40279
C -1.13920 1.17260 4.52884
H 2.27018 4.56195 3.92737
H 1.74103 4.56591 2.25180
H 1.56602 3.10493 3.23714
H 0.88524 6.01498 5.16840
H -1.33257 6.81510 5.85568
H -3.37260 5.91962 4.77881
H -3.18403 4.22592 3.01530
H 0.28595 3.70743 -1.01369
H -0.38427 4.78592 -3.10982
H -2.78344 5.26986 -3.52637
H -4.46966 4.67076 -1.85112
H -4.61762 4.45591 0.91435
H -3.84852 2.93444 1.37204
H -4.97926 2.98522 0.02991
H -2.92827 0.88743 0.19187
H -3.87915 -1.33925 0.62607
H -3.47185 -2.45898 2.80523
H -2.24917 -1.26595 4.58560
H -0.85397 0.46090 5.29935
H -1.78599 1.92435 4.98740
H -0.23098 1.68141 4.20014
C -5.94336 -6.14318 0.50652
C -4.80327 -5.27340 0.06266
C -4.85258 -4.58762 -1.14144
C -3.79633 -3.79841 -1.59043
C -3.95939 -3.09793 -2.91132
C -2.66053 -3.68861 -0.78963
Te -1.14040 -2.38861 -1.45062
C -2.56803 -4.38219 0.42664
C -1.34395 -4.33542 1.28682
C -3.65234 -5.15933 0.83039
H -6.90063 -5.73681 0.18338
H -5.95859 -6.25786 1.58890
H -5.84875 -7.13976 0.07183
H -5.73878 -4.66782 -1.76073
H -4.25275 -3.81366 -3.67888
H -3.05681 -2.59393 -3.26835
H -4.74729 -2.34539 -2.85102
H -1.06280 -3.29189 1.49487
H -0.47816 -4.77405 0.78211
H -1.49633 -4.85582 2.23112
H -3.58487 -5.70865 1.76252

Force components x, y, z for each atom (eV/Å):
-0.329 0.325 0.728
-0.805 0.530 -0.377
0.390 -0.132 -1.059
0.026 2.560 1.882
0.342 -0.095 0.416
-0.021 0.063 -0.016
-0.018 0.000 0.010
-0.031 -0.016 0.008
-0.045 -0.001 -0.115
0.203 0.133 0.187
-0.433 -0.983 -1.121
-0.081 0.152 0.078
-0.003 -0.079 0.148
0.029 -0.002 -0.016
0.007 0.011 0.060
0.047 -0.004 -0.024
0.044 0.029 -0.011
0.236 -0.036 0.171
0.008 0.066 -0.013
-0.003 -0.054 0.021
-0.026 -0.006 -0.037
0.069 -0.035 0.102
0.099 0.086 -0.111
-0.010 0.018 -0.023
-0.011 -0.006 -0.039
0.027 -0.006 -0.007
-0.002 -0.013 0.031
0.006 -0.005 -0.026
0.026 0.005 0.006
0.018 -0.008 0.015
-0.001 -0.004 0.029
0.008 -0.027 -0.032
0.012 -0.012 -0.012
0.002 -0.007 0.016
0.017 -0.022 0.001
-0.017 -0.012 -0.023
-0.009 -0.024 0.054
0.028 -0.063 -0.145
0.085 -0.020 -0.061
-0.059 0.054 0.085
0.007 -0.033 -0.027
0.100 0.078 0.086
-0.335 -0.469 -0.461
1.292 0.366 0.300
-1.435 -2.351 -1.006
0.433 0.293 -0.207
0.127 0.107 0.046
-0.056 0.015 0.009
0.005 -0.023 0.054
0.098 0.021 -0.089
-0.147 -0.068 0.182
-0.022 -0.031 0.120
0.102 0.197 0.159
-0.038 -0.007 -0.543
-0.313 -0.213 0.025
-0.028 0.036 -0.126
0.130 0.250 -0.064
-0.071 -0.202 0.193
0.019 0.126 0.044
0.054 -0.046 -0.023
-0.016 0.060 0.006
-0.032 -0.010 0.048
0.040 0.007 0.002
-0.014 0.024 0.032
-0.028 -0.033 -0.032
-0.018 0.006 -0.010
-0.007 0.003 -0.028
0.020 0.002 -0.007
-0.005 -0.001 -0.025
-0.035 -0.016 0.008
-0.002 0.026 -0.001
-0.025 0.015 -0.060
-0.014 -0.015 0.006
0.069 -0.037 0.012
0.135 -0.028 -0.025
0.018 0.010 -0.026
0.010 0.013 0.040
-0.003 -0.007 0.014
-0.006 -0.010 0.011
0.024 -0.037 0.020
-0.001 -0.033 -0.041
-0.073 0.039 -0.025
0.050 0.001 -0.056
-0.262 0.029 0.054
0.013 0.046 -0.163
0.069 0.071 0.206
0.487 0.061 0.312
-0.198 -0.259 -0.027
0.108 0.054 0.002
0.237 0.128 -0.001
-0.011 0.004 0.011
-0.012 0.008 0.017
-0.006 -0.017 -0.003
-0.017 -0.018 -0.030
-0.009 -0.002 -0.023
-0.123 -0.098 0.064
-0.010 0.023 -0.011
-0.012 -0.371 0.228
-0.099 -0.018 0.011
-0.006 -0.031 -0.001
0.017 0.007 0.036

***

5.
C2HBrN2O2 | the ωB97M-V functional and the def2-TZVPD basis

Properties
Energy above the lowest of the compared OMol25 structures with the same formula, charge and spin: 216.89 kJ/mol
DFT total energy: -79204.3723 eV
Orbital gap (alpha / beta): 8.51 / 8.51 eV
LUMO (alpha / beta): -0.18 / -0.18 eV
2S+1: 1
HOMO level (alpha / beta): -8.696 / -8.695 eV

Cartesian coordinates (Å):
C 1.81737 0.79473 0.55244
C 2.66171 -1.91892 0.76363
N 0.72500 0.94473 0.13805
N -0.11689 0.70703 -0.67794
O 3.10253 -1.46408 -0.20694
O 2.24228 -2.39761 1.71011
Br 3.24962 1.59681 1.44498
H -1.18706 0.45248 -0.46056

Force components x, y, z for each atom (eV/Å):
2.292 0.675 2.232
0.810 0.570 -1.716
0.659 -0.646 0.905
-5.504 -0.551 -2.874
0.192 -0.223 -0.152
-0.795 -0.700 1.699
-1.040 -0.123 -0.605
3.386 0.997 0.511

***

6.
C6H9ClS | the ωB97M-V functional and the def2-TZVPD basis

Properties
Energy above the lowest of the compared OMol25 structures with the same formula, charge and spin: 96.28 kJ/mol
DFT total energy: -29724.1396 eV
Orbital gap: 9.30 eV
LUMO: 0.79 eV
2S+1: 1
HOMO level: -8.515 eV

Cartesian coordinates (Å):
C 1.01543 1.76757 -0.32247
C -0.39637 1.38453 -0.02852
C -0.91958 0.28250 0.53932
C -2.38542 0.10150 0.72928
C 0.78189 -1.73562 -0.22248
C 2.07941 -2.04204 -0.36521
H 1.15404 2.81872 -0.06277
H 1.75059 1.20044 0.23782
H 1.26534 1.70759 -1.42161
H -1.17086 2.12203 -0.37839
H -2.98936 1.01709 0.60429
H -2.52138 -0.29414 1.70157
H 0.05267 -1.89009 -1.01040
H 2.66466 -2.09796 0.53038
H 2.51695 -2.21607 -1.39003
S 0.10788 -0.96394 1.24542
Cl -3.00590 -1.16210 -0.38620

Force components x, y, z for each atom (eV/Å):
0.242 0.251 -0.617
-1.438 0.223 -0.539
0.785 1.127 -0.523
0.048 0.450 -0.535
0.476 0.256 -0.246
-0.966 0.040 -1.073
-0.017 0.044 0.013
-0.018 -0.283 -0.005
-0.403 -0.156 1.038
0.811 -0.663 0.245
0.433 -0.441 -0.114
-0.488 -0.340 0.990
0.119 0.423 -0.166
0.775 0.431 0.041
-0.574 -0.413 1.455
0.339 -0.976 0.150
-0.125 0.027 -0.113